{"formula": "C18H48O6", "method": "ωB97M-V with the def2-TZVPD basis set", "total_energy_ev": -31727.2517, "gap_ev": [2.0, 9.9], "charge": -1, "de_lowest_kcal_mol": 0.0, "spin_multiplicity": 2, "lumo_energy_ev": [2.64, 2.56], "s_squared": 0.750, "symbols": ["C", "C", "C", "O", "H", "H", "H", "H", "H", "H", "H", "H", "C", "C", "C", "O", "H", "H", "H", "H", "H", "H", "H", "H", "C", "C", "C", "O", "H", "H", "H", "H", "H", "H", "H", "H", "C", "C", "C", "O", "H", "H", "H", "H", "H", "H", "H", "H", "C", "C", "C", "O", "H", "H", "H", "H", "H", "H", "H", "H", "C", "C", "C", "O", "H", "H", "H", "H", "H", "H", "H", "H"], "positions_angstrom": [[1.632, 0.518, 0.551], [0.895, -0.343, -0.452], [1.668, -1.678, -0.694], [-0.388, -0.677, 0.177], [1.034, 1.410, 0.736], [2.650, 0.742, 0.233], [1.731, -0.002, 1.504], [0.602, 0.164, -1.372], [1.138, -2.363, -1.357], [1.877, -2.121, 0.279], [2.653, -1.501, -1.126], [-0.912, 0.128, 0.181], [-2.153, 3.679, 0.478], [-2.313, 2.230, 0.882], [-3.659, 1.903, 1.500], [-2.077, 1.560, -0.351], [-2.413, 3.932, -0.550], [-1.081, 3.868, 0.532], [-2.678, 4.300, 1.203], [-1.579, 2.017, 1.659], [-4.566, 2.231, 0.993], [-3.591, 2.337, 2.498], [-3.737, 0.821, 1.606], [-2.772, 1.809, -0.965], [0.212, 2.208, -3.755], [1.164, 3.329, -3.389], [1.763, 3.195, -1.992], [2.255, 3.219, -4.290], [0.637, 1.212, -3.629], [-0.103, 2.143, -4.797], [-0.697, 2.207, -3.154], [0.702, 4.315, -3.431], [1.093, 2.870, -1.196], [2.087, 4.185, -1.669], [2.582, 2.489, -2.128], [1.885, 3.388, -5.160], [-2.399, -2.973, 2.454], [-1.081, -3.547, 2.034], [-0.903, -3.890, 0.547], [-0.174, -2.454, 2.235], [-2.291, -2.354, 3.344], [-3.166, -3.720, 2.661], [-2.799, -2.317, 1.681], [-0.673, -4.395, 2.586], [0.112, -4.177, 0.272], [-1.263, -3.089, -0.100], [-1.521, -4.764, 0.343], [-0.117, -1.958, 1.415], [2.844, 1.519, 4.205], [3.302, 0.879, 5.528], [2.098, 0.410, 6.355], [4.056, -0.261, 5.261], [3.644, 1.723, 3.494], [2.187, 2.387, 4.244], [2.183, 0.817, 3.697], [3.832, 1.594, 6.157], [1.551, 1.339, 6.519], [2.387, -0.020, 7.314], [1.476, -0.273, 5.777], [3.418, -0.942, 5.038], [-0.150, -1.439, -4.107], [-0.768, -2.777, -4.166], [-2.228, -2.675, -4.578], [-0.027, -3.526, -5.048], [-0.112, -1.013, -5.110], [0.870, -1.558, -3.742], [-0.668, -0.823, -3.372], [-0.656, -3.266, -3.199], [-2.805, -3.592, -4.462], [-2.330, -2.326, -5.606], [-2.832, -1.925, -4.067], [-0.530, -4.337, -5.156]]}

{"formula": "C21H31BN3O3PdS", "method": "ωB97M-V with the def2-TZVPD basis set", "total_energy_ev": -47879.8406, "gap_ev": 7.6, "charge": 1, "de_lowest_kcal_mol": 22.6, "lumo_energy_ev": -3.70, "symbols": ["Pd", "C", "C", "C", "C", "C", "C", "N", "N", "C", "C", "C", "C", "C", "N", "H", "H", "H", "H", "H", "H", "H", "H", "H", "C", "C", "S", "O", "C", "C", "H", "H", "H", "H", "H", "H", "H", "H", "H", "H", "C", "C", "C", "O", "B", "O", "C", "C", "C", "H", "H", "H", "H", "H", "H", "H", "H", "H", "H", "H", "H"], "positions_angstrom": [[0.331, 0.504, -0.341], [4.815, -1.403, -2.941], [3.565, -0.869, -3.219], [2.650, -0.700, -2.194], [2.990, -1.066, -0.899], [4.244, -1.603, -0.611], [5.151, -1.766, -1.641], [2.006, -0.866, 0.105], [2.261, -1.269, 1.242], [1.260, -1.044, 2.224], [1.399, -1.760, 3.404], [0.434, -1.604, 4.381], [-0.620, -0.733, 4.147], [-0.660, -0.048, 2.945], [0.265, -0.194, 1.998], [5.535, -1.537, -3.738], [3.304, -0.586, -4.229], [1.665, -0.285, -2.387], [4.495, -1.879, 0.402], [6.129, -2.178, -1.433], [2.244, -2.423, 3.521], [0.500, -2.152, 5.312], [-1.396, -0.573, 4.883], [-1.459, 0.652, 2.731], [3.101, 4.933, 0.831], [1.658, 5.000, 0.358], [0.817, 3.449, 0.695], [1.412, 2.472, -0.311], [-0.825, 3.877, 0.063], [-1.735, 4.370, 1.178], [3.624, 5.842, 0.539], [3.613, 4.085, 0.376], [3.160, 4.839, 1.915], [1.581, 5.169, -0.717], [1.084, 5.770, 0.881], [-1.192, 2.945, -0.377], [-0.716, 4.606, -0.741], [-1.864, 3.608, 1.947], [-2.715, 4.619, 0.774], [-1.338, 5.267, 1.655], [-2.782, -3.816, -0.244], [-2.234, -2.670, -1.065], [-1.923, -3.117, -2.484], [-0.958, -2.241, -0.470], [-0.907, -0.906, -0.658], [-2.046, -0.322, -1.151], [-3.084, -1.359, -1.011], [-3.742, -1.132, 0.341], [-4.081, -1.197, -2.136], [-2.123, -4.678, -0.336], [-3.769, -4.103, -0.611], [-2.861, -3.554, 0.809], [-1.177, -3.910, -2.450], [-1.525, -2.293, -3.079], [-2.814, -3.503, -2.978], [-3.021, -1.247, 1.153], [-4.559, -1.836, 0.503], [-4.149, -0.122, 0.372], [-3.592, -1.195, -3.107], [-4.618, -0.257, -2.018], [-4.809, -2.010, -2.110]]}

{"formula": "C31H54Br3NO20", "method": "ωB97M-V with the def2-TZVPD basis set", "total_energy_ev": -285586.2471, "gap_ev": [2.9, 6.5], "charge": -1, "spin_multiplicity": 2, "lumo_energy_ev": [1.30, 1.30], "s_squared": 0.764, "symbols": ["C", "C", "C", "C", "C", "C", "N", "O", "O", "H", "H", "H", "H", "H", "C", "C", "O", "C", "O", "O", "C", "H", "H", "H", "H", "H", "H", "H", "H", "C", "C", "O", "C", "O", "O", "C", "H", "H", "H", "H", "H", "H", "H", "H", "C", "C", "O", "C", "O", "O", "C", "H", "H", "H", "H", "H", "H", "H", "H", "C", "C", "O", "C", "O", "O", "C", "H", "H", "H", "H", "H", "H", "H", "H", "C", "C", "O", "C", "O", "O", "C", "H", "H", "H", "H", "H", "H", "H", "H", "C", "C", "O", "C", "O", "O", "C", "H", "H", "H", "H", "H", "H", "H", "H", "C", "Br", "Br", "Br", "H"], "positions_angstrom": [[-0.415, -1.000, -2.189], [0.608, -0.083, -2.017], [0.691, 0.610, -0.795], [-0.318, 0.395, 0.171], [-1.277, -0.582, -0.004], [-1.295, -1.297, -1.171], [-0.346, 1.289, 1.357], [0.651, 2.000, 1.528], [-1.296, 1.187, 2.169], [-0.274, -1.589, -3.083], [1.266, 0.184, -2.832], [1.497, 1.312, -0.644], [-2.041, -0.880, 0.699], [-1.990, -2.116, -1.278], [-2.247, 2.678, -3.274], [-1.928, 3.891, -2.298], [-2.376, 3.479, -1.012], [-2.319, 4.245, 0.059], [-1.878, 5.416, 0.086], [-2.775, 3.578, 1.169], [-2.708, 4.226, 2.446], [-3.301, 2.603, -3.543], [-1.973, 1.738, -2.795], [-1.588, 2.855, -4.124], [-2.422, 4.788, -2.670], [-0.856, 4.088, -2.267], [-2.577, 5.294, 2.271], [-1.805, 3.812, 2.894], [-3.602, 4.084, 3.053], [4.056, 2.978, 1.070], [4.984, 2.006, 1.641], [5.200, 2.175, 3.012], [6.195, 2.951, 3.429], [6.873, 3.755, 2.749], [6.358, 2.711, 4.756], [7.468, 3.321, 5.468], [4.718, 3.672, 0.553], [3.478, 3.558, 1.790], [3.319, 2.524, 0.408], [5.908, 1.871, 1.080], [4.500, 1.030, 1.628], [7.813, 2.704, 6.298], [7.345, 4.381, 5.689], [8.258, 3.386, 4.720], [-0.287, -5.748, 1.242], [-1.382, -5.668, 2.313], [-2.598, -5.239, 1.695], [-3.016, -3.960, 1.763], [-2.365, -2.982, 2.094], [-4.304, -3.894, 1.289], [-4.988, -2.656, 1.339], [0.362, -6.622, 1.293], [0.352, -4.873, 1.131], [-0.703, -5.773, 0.234], [-1.074, -5.130, 3.209], [-1.672, -6.699, 2.516], [-4.401, -1.872, 0.860], [-5.285, -2.484, 2.373], [-5.908, -2.918, 0.817], [-4.167, 0.512, 3.979], [-3.207, 1.091, 5.006], [-3.494, 2.528, 5.155], [-4.009, 3.123, 6.318], [-4.375, 2.517, 7.335], [-4.051, 4.457, 6.163], [-4.398, 5.259, 7.271], [-4.123, -0.577, 3.956], [-4.117, 1.043, 3.028], [-5.180, 0.757, 4.300], [-2.237, 0.970, 4.524], [-3.215, 0.567, 5.962], [-5.480, 5.238, 7.399], [-4.144, 6.308, 7.120], [-4.048, 4.913, 8.244], [3.068, -3.007, -2.747], [3.728, -2.112, -1.732], [4.776, -1.349, -2.297], [4.904, -0.067, -1.896], [4.158, 0.556, -1.112], [5.975, 0.498, -2.514], [6.404, 1.793, -2.081], [2.719, -2.498, -3.645], [2.181, -3.424, -2.271], [3.781, -3.792, -3.000], [4.027, -2.842, -0.979], [2.925, -1.579, -1.223], [6.849, 1.736, -1.088], [5.591, 2.518, -2.126], [7.169, 2.143, -2.773], [-1.652, -2.233, -7.151], [-1.059, -3.250, -6.225], [-1.986, -3.495, -5.186], [-1.803, -4.553, -4.329], [-1.129, -5.546, -4.702], [-2.645, -4.400, -3.373], [-2.556, -5.256, -2.266], [-2.422, -2.673, -7.786], [-0.902, -1.828, -7.830], [-2.042, -1.374, -6.605], [-0.158, -2.851, -5.760], [-0.871, -4.167, -6.784], [-3.105, -4.924, -1.384], [-1.542, -5.419, -1.902], [-2.946, -6.227, -2.570], [1.618, -0.471, -6.130], [0.262, 0.833, -5.497], [3.346, -0.171, -5.219], [1.847, -0.478, -8.092], [1.426, -1.506, -5.845]]}

{"formula": "C40H123N9O17", "method": "ωB97M-V with the def2-TZVPD basis set", "total_energy_ev": -91683.0881, "gap_ev": 8.9, "de_lowest_kcal_mol": 89.3, "lumo_energy_ev": 0.30, "symbols": ["O", "H", "H", "O", "H", "H", "O", "H", "H", "O", "H", "H", "O", "H", "H", "O", "H", "H", "C", "C", "C", "O", "C", "N", "H", "H", "H", "H", "H", "H", "H", "H", "H", "H", "H", "C", "C", "C", "O", "C", "N", "H", "H", "H", "H", "H", "H", "H", "H", "H", "H", "H", "C", "C", "C", "O", "C", "N", "H", "H", "H", "H", "H", "H", "H", "H", "H", "H", "H", "C", "C", "C", "O", "C", "N", "H", "H", "H", "H", "H", "H", "H", "H", "H", "H", "H", "C", "C", "C", "O", "C", "N", "H", "H", "H", "H", "H", "H", "H", "H", "H", "H", "H", "C", "C", "C", "O", "C", "N", "H", "H", "H", "H", "H", "H", "H", "H", "H", "H", "H", "C", "C", "C", "O", "C", "N", "H", "H", "H", "H", "H", "H", "H", "H", "H", "H", "H", "C", "C", "C", "O", "C", "N", "H", "H", "H", "H", "H", "H", "H", "H", "H", "H", "H", "C", "C", "C", "O", "C", "N", "H", "H", "H", "H", "H", "H", "H", "H", "H", "H", "H", "C", "C", "O", "H", "H", "H", "H", "H", "H", "C", "C", "O", "H", "H", "H", "H", "H", "H"], "positions_angstrom": [[29.385, -11.861, 2.998], [28.801, -11.518, 3.674], [30.210, -11.396, 3.134], [29.408, -13.506, 0.890], [28.942, -12.897, 0.317], [29.376, -13.094, 1.754], [32.064, -7.968, 1.867], [31.224, -8.403, 2.014], [32.566, -8.587, 1.337], [25.899, -15.872, -0.652], [25.554, -15.888, 0.241], [26.178, -14.966, -0.785], [28.185, -11.802, -1.132], [27.534, -11.553, -1.788], [27.982, -11.255, -0.373], [32.923, -10.661, -2.464], [33.170, -11.182, -3.228], [31.968, -10.608, -2.510], [24.057, -14.230, -5.246], [23.064, -15.278, -5.009], [21.760, -14.851, -4.159], [22.113, -14.600, -2.798], [22.224, -15.749, -1.994], [22.744, -15.897, -6.286], [24.823, -14.449, -5.990], [24.625, -14.249, -4.316], [23.581, -13.267, -5.432], [23.632, -15.982, -4.401], [21.001, -15.625, -4.047], [21.373, -13.946, -4.627], [22.311, -15.512, -0.933], [23.155, -16.276, -2.200], [21.449, -16.492, -2.182], [23.601, -16.255, -6.683], [22.260, -16.718, -5.952], [25.499, -7.443, 0.654], [25.232, -6.128, 1.328], [23.763, -5.656, 1.439], [23.382, -5.134, 0.109], [22.089, -4.510, 0.183], [25.678, -6.388, 2.695], [26.547, -7.462, 0.357], [25.019, -7.630, -0.307], [25.279, -8.305, 1.283], [25.767, -5.410, 0.708], [23.703, -4.879, 2.202], [23.032, -6.416, 1.714], [21.388, -5.261, 0.549], [21.774, -4.336, -0.845], [21.892, -3.657, 0.832], [25.449, -5.568, 3.238], [25.193, -7.199, 3.051], [30.702, -7.681, -6.028], [30.526, -8.700, -7.200], [31.810, -9.456, -7.232], [31.556, -10.484, -8.224], [32.666, -11.413, -8.217], [29.358, -9.550, -6.774], [31.693, -7.233, -5.950], [30.490, -8.054, -5.026], [30.065, -6.800, -6.098], [30.478, -8.242, -8.189], [32.012, -9.987, -6.302], [32.713, -8.895, -7.474], [33.110, -11.770, -7.288], [33.454, -10.903, -8.771], [32.340, -12.307, -8.750], [29.420, -10.206, -7.540], [29.489, -10.016, -5.887], [33.959, -13.357, 1.339], [33.113, -14.587, 1.575], [32.443, -14.718, 3.003], [33.368, -14.661, 4.040], [34.290, -15.785, 4.106], [32.093, -14.585, 0.500], [34.742, -13.497, 2.085], [33.324, -12.530, 1.657], [34.275, -13.371, 0.296], [33.826, -15.388, 1.380], [31.827, -15.611, 2.900], [31.715, -13.943, 3.245], [33.871, -16.595, 4.703], [35.157, -15.481, 4.693], [34.627, -16.057, 3.106], [31.310, -14.062, 0.866], [31.571, -15.449, 0.543], [24.375, -12.396, -0.742], [24.448, -10.824, -0.864], [24.879, -10.228, -2.173], [26.192, -10.654, -2.624], [26.464, -10.367, -3.997], [23.236, -10.258, -0.347], [23.822, -12.693, 0.149], [25.358, -12.866, -0.769], [23.741, -12.794, -1.535], [25.244, -10.579, -0.161], [24.814, -9.144, -2.084], [24.061, -10.510, -2.837], [25.659, -10.526, -4.714], [27.112, -11.196, -4.281], [26.887, -9.372, -4.136], [22.486, -10.500, -0.978], [22.966, -10.811, 0.454], [29.562, -17.987, 6.239], [28.203, -17.629, 5.723], [28.308, -16.442, 4.777], [27.045, -16.178, 4.141], [27.056, -15.137, 3.259], [27.762, -18.797, 4.924], [30.243, -18.373, 5.481], [29.435, -18.786, 6.970], [30.124, -17.273, 6.840], [27.420, -17.487, 6.468], [28.924, -16.527, 3.881], [28.474, -15.596, 5.444], [27.479, -14.195, 3.611], [26.084, -14.707, 3.017], [27.629, -15.424, 2.377], [28.146, -19.637, 5.335], [28.414, -18.718, 4.157], [25.713, -12.007, 3.540], [25.321, -10.571, 3.777], [23.883, -10.129, 3.478], [23.715, -8.719, 3.733], [22.378, -8.277, 3.686], [25.775, -10.076, 5.035], [26.039, -12.182, 2.515], [24.947, -12.676, 3.930], [26.563, -12.277, 4.167], [25.934, -10.096, 3.012], [23.200, -10.633, 4.162], [23.513, -10.378, 2.483], [21.707, -8.652, 4.458], [21.999, -8.508, 2.691], [22.466, -7.191, 3.724], [25.302, -10.580, 5.772], [25.586, -9.089, 5.132], [28.283, -14.093, -4.093], [29.790, -13.628, -4.293], [30.077, -13.556, -5.815], [30.259, -14.871, -6.338], [30.719, -15.044, -7.618], [29.938, -12.317, -3.601], [28.133, -14.548, -3.114], [27.916, -14.724, -4.902], [27.515, -13.334, -4.238], [30.400, -14.411, -3.842], [31.054, -13.116, -6.015], [29.290, -12.973, -6.292], [30.873, -16.104, -7.819], [31.583, -14.463, -7.941], [29.893, -14.853, -8.304], [30.934, -12.155, -3.633], [29.691, -12.319, -2.621], [29.954, -6.931, -2.140], [31.171, -6.313, -1.399], [32.197, -5.568, -2.432], [33.402, -5.117, -1.855], [34.209, -6.116, -1.304], [30.636, -5.315, -0.468], [29.281, -7.403, -1.424], [30.409, -7.702, -2.761], [29.389, -6.219, -2.741], [31.771, -7.072, -0.897], [31.718, -4.714, -2.911], [32.496, -6.291, -3.191], [33.885, -6.492, -0.334], [35.236, -5.862, -1.042], [34.352, -6.968, -1.969], [31.298, -4.604, -0.194], [29.936, -4.838, -1.018], [29.813, -16.726, -1.059], [31.003, -17.548, -1.667], [31.897, -17.997, -0.707], [29.201, -16.326, -1.868], [30.062, -15.869, -0.433], [29.160, -17.398, -0.501], [31.497, -16.924, -2.411], [30.639, -18.394, -2.250], [32.797, -17.662, -0.733], [29.157, -8.685, 0.893], [28.600, -8.626, 2.297], [29.626, -8.944, 3.243], [29.714, -7.762, 0.731], [28.369, -8.711, 0.141], [29.972, -9.406, 0.831], [27.764, -9.322, 2.375], [28.180, -7.621, 2.323], [29.177, -9.269, 4.026]]}